# 1
Here is a single C5H10N2O2 molecule in a non-equilibrium geometry from the OMol25 dataset. Energies are from ωB97M-V/def2-TZVPD.

As for the SMILES: CCN1C=NO[C@H](C)O1. For the strongest force on any atom, the calculation gives 2.04 eV Å⁻¹. Its multiplicity is 1. The value obtained for the HOMO energy is -8.205 eV. Its energy above the lowest of the compared OMol25 structures with the same formula, charge and spin is 482.9 kJ/mol.

The geometry in XYZ format:
```
19
Properties=species:S:1:pos:R:3:forces:R:3
C -2.5533 -0.4501 0.6252 -0.77 -0.80 -1.61
C -1.8820 0.1426 -0.6317 0.73 0.73 0.82
C 1.6117 -0.1849 0.2845 0.27 -0.32 0.93
C 2.6963 -1.1920 -0.1178 -1.07 0.51 -0.56
C -0.0451 1.7748 -0.1750 0.72 0.38 0.25
H -2.8088 0.2806 1.3732 0.43 0.21 0.38
H -1.9402 -1.2792 0.9402 0.54 0.12 0.71
H -3.4814 -0.9811 0.3865 -0.19 0.37 -0.29
H -1.7717 -0.5754 -1.4400 -0.59 -0.01 -0.22
H -2.3369 1.1217 -0.9657 0.24 -1.30 0.14
H 1.2910 -0.2933 1.3465 -0.03 -0.18 -0.62
H 3.1640 -0.8621 -1.0617 -0.11 -0.05 0.50
H 2.1367 -2.1244 -0.3393 0.69 0.28 0.43
H 3.4297 -1.2730 0.6783 0.04 -0.26 -0.09
H -0.7928 2.5810 -0.3276 0.56 -0.67 0.39
N -0.4988 0.4779 -0.2832 0.31 1.62 0.13
N 1.1683 2.1605 0.1132 -1.91 -0.20 -0.71
O 0.5077 -0.4586 -0.5665 -0.31 0.29 -0.16
O 2.1057 1.1350 0.1609 0.46 -0.71 -0.42
```
Positions in Å, forces in eV/Å.



# 2
Here is 2 unconnected molecules or ions with the total composition C5H10N2O2 in a non-equilibrium geometry from the OMol25 dataset. Energies are from ωB97M-V/def2-TZVPD.

For the strongest force on any atom, the calculation gives 2.50 eV Å⁻¹. Its multiplicity is 1. The value obtained for the HOMO energy is -7.780 eV. Its energy above the lowest of the compared OMol25 structures with the same formula, charge and spin is 496.7 kJ/mol.

The geometry in XYZ format:
```
19
Properties=species:S:1:pos:R:3:forces:R:3
C 0.2251 -0.2983 1.4805 -2.05 0.92 -0.41
C -0.4226 1.9367 0.0358 -0.12 0.06 -0.38
C 0.3412 -0.2069 -1.1263 0.30 0.04 -0.04
C 1.3119 -0.8294 -0.4640 -0.41 -0.26 -2.00
C -0.6297 0.4730 -0.2771 1.28 -0.09 2.14
N -1.9473 0.1151 -0.4502 0.02 -0.24 -0.10
O 0.2535 -0.0941 -2.5068 0.17 -0.29 0.42
O -0.1605 -1.6184 1.7254 0.41 -0.05 -0.32
N 2.0195 -1.8457 -0.3288 0.56 0.06 0.31
H 0.7373 -0.8376 -2.8934 -0.11 0.13 -0.02
H 0.4745 -2.1977 1.2686 -0.17 0.10 0.15
H -2.6602 0.6742 -0.0066 0.15 -0.22 0.09
H -2.1387 -0.8733 -0.5427 -0.09 0.21 0.07
H 2.9915 -1.6349 -0.0907 -0.12 -0.06 0.29
H 1.2148 -0.0271 1.8609 0.17 -0.11 -0.47
H -0.4860 0.3366 2.0068 -0.05 -0.09 0.23
H 0.6278 2.1297 0.2450 -0.05 0.01 0.00
H -0.7261 2.5403 -0.8274 0.07 0.01 0.05
H -1.0258 2.2579 0.8907 0.05 -0.12 -0.03
```
Positions in Å, forces in eV/Å.



# 3
Here is a single C5H10N2O2 molecule in a non-equilibrium geometry from the OMol25 dataset. Energies are from ωB97M-V/def2-TZVPD.

As for the SMILES: C/C(C(=O)O)=C(\N)CN. For the strongest force on any atom, the calculation gives 2.65 eV Å⁻¹. Its multiplicity is 1. The value obtained for the HOMO energy is -8.231 eV. Its energy above the lowest of the compared OMol25 structures with the same formula, charge and spin is 139.4 kJ/mol.

The geometry in XYZ format:
```
19
Properties=species:S:1:pos:R:3:forces:R:3
C -1.9580 -0.2185 1.3277 -1.04 0.28 0.12
C -0.9692 -0.0404 0.2124 1.75 0.01 0.23
C 0.3925 -0.1874 0.2478 -1.70 0.20 0.46
C 1.2167 -0.0586 -1.0091 1.18 -0.19 -0.48
C -1.5818 0.3445 -1.0805 -1.08 -1.74 -1.67
H -2.4580 0.7510 1.6026 0.50 -0.68 -0.18
H -2.8050 -0.8593 0.9471 0.92 0.34 0.61
H -1.5163 -0.6274 2.2526 -0.28 -0.04 -0.51
H 0.6081 -0.1482 2.2380 0.44 -0.26 -0.08
H 2.0648 -0.2744 1.3699 0.27 0.27 0.09
H 1.1226 0.9587 -1.4545 -0.09 -0.74 0.25
H 0.9478 -0.8225 -1.7661 -0.56 0.58 0.34
H 2.7466 -1.2275 -0.3524 0.41 0.15 -0.54
H 3.1937 -0.0856 -1.5238 0.11 -0.42 0.31
H -1.0811 2.0486 -0.5631 -0.36 0.10 -0.55
N 1.0905 -0.5049 1.4193 -1.07 0.12 -0.23
N 2.6519 -0.2699 -0.6853 -0.59 0.43 0.12
O -1.5760 1.6862 -1.3266 0.30 -0.39 0.43
O -2.0897 -0.4643 -1.8561 0.86 2.01 1.27
```
Positions in Å, forces in eV/Å.



# 4
Here is 2 unconnected molecules or ions with the total composition C5H10N2O2 in a non-equilibrium geometry from the OMol25 dataset. Energies are from ωB97M-V/def2-TZVPD.

As for the SMILES: C[C@H](O)N=C=O.C=CN. For the strongest force on any atom, the calculation gives 3.31 eV Å⁻¹. Its multiplicity is 1. The value obtained for the HOMO energy is -8.380 eV. Its energy above the lowest of the compared OMol25 structures with the same formula, charge and spin is 260.0 kJ/mol.

The geometry in XYZ format:
```
19
Properties=species:S:1:pos:R:3:forces:R:3
C 2.0287 -0.1913 0.3853 0.32 0.12 -0.44
C 2.6341 0.8705 -0.5331 0.02 -0.21 0.28
N 0.5849 -0.0448 0.4127 -1.57 -0.04 -0.38
C -0.1558 -0.3838 -0.5129 3.24 -0.53 -0.40
C -2.1035 0.1857 0.6479 0.12 0.34 2.08
N -2.5897 1.0479 -0.3148 0.14 0.11 0.02
C -2.5473 -1.0504 0.8963 0.06 0.11 -0.33
O 2.4025 -1.4913 0.0112 0.18 -0.14 0.01
O -0.5509 -0.7715 -1.5426 -0.64 0.18 0.36
H 2.1595 -1.6386 -0.9116 0.05 0.04 0.03
H -1.2319 0.5273 1.2927 -1.75 0.05 -1.03
H 2.3796 -0.0687 1.4131 -0.05 -0.04 -0.18
H -3.4380 0.7610 -0.7784 0.04 0.14 0.06
H -2.5028 2.0346 -0.1374 -0.07 -0.10 -0.03
H 3.7174 0.7646 -0.5544 0.02 0.02 0.01
H 2.2464 0.7496 -1.5452 -0.03 -0.01 -0.06
H 2.3740 1.8656 -0.1792 -0.01 0.05 -0.01
H -3.3364 -1.4988 0.3125 -0.18 -0.06 -0.08
H -2.0709 -1.6675 1.6378 0.11 -0.01 0.10
```
Positions in Å, forces in eV/Å.



Values for Kohn-Sham gap, eV, ordered as above
9.056, 8.526, 8.789, 9.253
Values for lowest unoccupied orbital energy, eV, ordered as above
0.851, 0.746, 0.558, 0.873